{
  "formula": "C23H34IN3O2",
  "method": "the ωB97M-V functional and the def2-TZVPD basis",
  "species": ["C", "C", "O", "C", "C", "C", "C", "C", "O", "N", "C", "C", "C", "C", "I", "H", "H", "H", "H", "H", "H", "H", "H", "H", "H", "H", "H", "H", "H", "H", "H", "H", "H", "H", "H", "C", "N", "C", "C", "C", "C", "C", "C", "C", "C", "N", "C", "C", "C", "H", "H", "H", "H", "H", "H", "H", "H", "H", "H", "H", "H", "H", "H"],
  "positions_angstrom": [[1.365, -5.177, 4.058], [1.787, -5.073, 2.495], [2.286, -3.748, 2.150], [1.810, -3.308, 0.870], [0.623, -2.190, 0.992], [0.019, -2.120, 2.469], [0.865, -1.192, 3.504], [-0.148, -0.075, 4.114], [-0.118, 0.521, 5.196], [-1.170, -0.002, 3.016], [-1.420, -1.435, 2.716], [-2.669, -1.860, 1.814], [-3.323, -3.165, 2.535], [-4.143, -4.096, 1.521], [-2.880, -5.784, 0.928], [2.097, -4.613, 4.730], [0.321, -4.717, 4.226], [1.291, -6.279, 4.374], [2.481, -5.915, 2.171], [0.792, -5.200, 1.920], [1.452, -4.138, 0.177], [2.678, -2.783, 0.320], [-0.226, -2.469, 0.266], [1.069, -1.155, 0.734], [-0.181, -3.200, 2.779], [1.592, -0.521, 2.907], [1.489, -1.774, 4.277], [-0.834, 0.546, 2.200], [-1.705, -1.859, 3.753], [-2.377, -2.101, 0.725], [-3.475, -1.048, 1.869], [-2.508, -3.759, 3.090], [-4.045, -2.744, 3.317], [-4.489, -3.452, 0.645], [-5.064, -4.518, 2.066], [0.557, -1.395, -2.697], [0.598, 0.082, -2.753], [1.708, 0.691, -3.214], [1.765, 2.073, -3.318], [0.667, 2.851, -2.951], [-0.455, 2.185, -2.456], [-0.469, 0.803, -2.364], [0.665, 4.322, -3.098], [-0.299, 4.957, -3.883], [-0.328, 6.339, -3.979], [0.570, 7.089, -3.316], [1.531, 6.511, -2.569], [1.599, 5.131, -2.449], [0.502, 8.565, -3.385], [1.392, -1.733, -2.083], [0.643, -1.768, -3.719], [-0.385, -1.724, -2.260], [2.538, 0.058, -3.507], [2.669, 2.529, -3.711], [-1.333, 2.737, -2.134], [-1.332, 0.266, -1.988], [-1.039, 4.381, -4.430], [-1.072, 6.851, -4.579], [2.230, 7.167, -2.063], [2.373, 4.699, -1.823], [1.459, 8.933, -3.754], [0.300, 8.935, -2.379], [-0.298, 8.868, -4.060]],
  "e_tot_ha": -1508.557879,
  "charge": 2,
  "orbital_gap_ev": 4.83,
  "e_homo_ev": -12.71
}

---

{
  "formula": "C23H34N2O4",
  "method": "the ωB97M-V functional and the def2-TZVPD basis",
  "species": ["C", "C", "H", "O", "C", "C", "C", "C", "C", "O", "H", "H", "H", "H", "H", "H", "H", "C", "C", "C", "O", "C", "O", "N", "C", "H", "C", "N", "C", "C", "H", "H", "H", "H", "C", "C", "C", "C", "C", "C", "C", "H", "H", "H", "H", "H", "H", "H", "H", "H", "H", "H", "C", "H", "H", "H", "H", "H", "H", "H", "H", "H", "H"],
  "positions_angstrom": [[2.112, 3.303, 1.695], [3.516, 2.721, 1.826], [3.624, 2.205, 2.792], [3.881, 1.838, 0.779], [3.360, 0.552, 0.844], [4.083, -0.324, -0.192], [3.655, -1.788, -0.017], [4.636, -2.789, -0.634], [5.926, -2.963, 0.175], [5.734, -3.655, 1.385], [5.096, -3.171, 1.920], [6.392, -1.985, 0.364], [6.632, -3.573, -0.393], [4.151, -3.765, -0.702], [4.902, -2.474, -1.643], [2.673, -1.920, -0.477], [3.536, -2.006, 1.049], [3.772, 0.188, -1.609], [2.368, 0.701, -1.682], [1.564, 0.820, -0.627], [1.962, 0.516, 0.659], [0.190, 1.389, -0.797], [-0.011, 2.210, -1.679], [-0.783, 1.010, 0.063], [-0.791, -0.168, 0.895], [0.210, -0.580, 0.987], [-1.741, -1.212, 0.301], [-3.073, -0.651, 0.205], [-3.057, 0.510, -0.669], [-2.113, 1.564, -0.097], [-2.045, 2.421, -0.768], [-2.475, 1.884, 0.885], [-4.068, 0.916, -0.729], [-2.725, 0.242, -1.688], [-4.066, -1.627, -0.209], [-5.460, -1.086, -0.032], [-6.419, -1.228, -1.024], [-7.700, -0.736, -0.838], [-8.031, -0.091, 0.340], [-7.077, 0.058, 1.334], [-5.801, -0.439, 1.150], [-5.049, -0.325, 1.916], [-7.332, 0.562, 2.255], [-9.029, 0.296, 0.483], [-8.438, -0.853, -1.618], [-6.163, -1.727, -1.949], [-3.947, -2.509, 0.430], [-3.916, -1.947, -1.256], [-1.773, -2.085, 0.958], [-1.357, -1.532, -0.686], [-1.155, 0.116, 1.889], [1.993, 1.003, -2.646], [4.754, 1.270, -2.067], [4.487, 1.618, -3.062], [4.726, 2.109, -1.380], [5.766, 0.871, -2.097], [3.857, -0.655, -2.308], [5.154, -0.222, 0.002], [3.494, 0.141, 1.863], [4.258, 3.522, 1.769], [1.970, 3.706, 0.695], [1.356, 2.543, 1.872], [1.985, 4.103, 2.421]],
  "e_tot_ha": -1307.274904,
  "charge": 0,
  "orbital_gap_ev": 9.38,
  "e_homo_ev": -8.79
}

---

The highest charge belongs to which entry?
C23H34IN3O2

---

The highest charge belongs to which entry?
C23H34IN3O2

---

Repeat the first record exactly.
{
  "formula": "C23H34IN3O2",
  "method": "the ωB97M-V functional and the def2-TZVPD basis",
  "species": ["C", "C", "O", "C", "C", "C", "C", "C", "O", "N", "C", "C", "C", "C", "I", "H", "H", "H", "H", "H", "H", "H", "H", "H", "H", "H", "H", "H", "H", "H", "H", "H", "H", "H", "H", "C", "N", "C", "C", "C", "C", "C", "C", "C", "C", "N", "C", "C", "C", "H", "H", "H", "H", "H", "H", "H", "H", "H", "H", "H", "H", "H", "H"],
  "positions_angstrom": [[1.365, -5.177, 4.058], [1.787, -5.073, 2.495], [2.286, -3.748, 2.150], [1.810, -3.308, 0.870], [0.623, -2.190, 0.992], [0.019, -2.120, 2.469], [0.865, -1.192, 3.504], [-0.148, -0.075, 4.114], [-0.118, 0.521, 5.196], [-1.170, -0.002, 3.016], [-1.420, -1.435, 2.716], [-2.669, -1.860, 1.814], [-3.323, -3.165, 2.535], [-4.143, -4.096, 1.521], [-2.880, -5.784, 0.928], [2.097, -4.613, 4.730], [0.321, -4.717, 4.226], [1.291, -6.279, 4.374], [2.481, -5.915, 2.171], [0.792, -5.200, 1.920], [1.452, -4.138, 0.177], [2.678, -2.783, 0.320], [-0.226, -2.469, 0.266], [1.069, -1.155, 0.734], [-0.181, -3.200, 2.779], [1.592, -0.521, 2.907], [1.489, -1.774, 4.277], [-0.834, 0.546, 2.200], [-1.705, -1.859, 3.753], [-2.377, -2.101, 0.725], [-3.475, -1.048, 1.869], [-2.508, -3.759, 3.090], [-4.045, -2.744, 3.317], [-4.489, -3.452, 0.645], [-5.064, -4.518, 2.066], [0.557, -1.395, -2.697], [0.598, 0.082, -2.753], [1.708, 0.691, -3.214], [1.765, 2.073, -3.318], [0.667, 2.851, -2.951], [-0.455, 2.185, -2.456], [-0.469, 0.803, -2.364], [0.665, 4.322, -3.098], [-0.299, 4.957, -3.883], [-0.328, 6.339, -3.979], [0.570, 7.089, -3.316], [1.531, 6.511, -2.569], [1.599, 5.131, -2.449], [0.502, 8.565, -3.385], [1.392, -1.733, -2.083], [0.643, -1.768, -3.719], [-0.385, -1.724, -2.260], [2.538, 0.058, -3.507], [2.669, 2.529, -3.711], [-1.333, 2.737, -2.134], [-1.332, 0.266, -1.988], [-1.039, 4.381, -4.430], [-1.072, 6.851, -4.579], [2.230, 7.167, -2.063], [2.373, 4.699, -1.823], [1.459, 8.933, -3.754], [0.300, 8.935, -2.379], [-0.298, 8.868, -4.060]],
  "e_tot_ha": -1508.557879,
  "charge": 2,
  "orbital_gap_ev": 4.83,
  "e_homo_ev": -12.71
}

---

Number 2 is which compound?
C23H34N2O4